[1]
{
  "formula": "C2HIN2O2",
  "method": "the ωB97M-V functional and the def2-TZVPD basis",
  "species": ["C", "C", "N", "N", "O", "O", "I", "H"],
  "positions_angstrom": [[-0.065, 0.975, 1.007], [0.063, 0.447, -0.259], [-0.228, 1.408, 2.049], [-0.388, -1.121, -0.274], [-1.048, -1.384, -1.230], [0.023, -1.834, 0.533], [2.139, 0.585, -0.895], [-0.496, 0.922, -0.931]],
  "forces_ev_per_a": [[-0.576, -0.118, 0.551], [-2.058, -4.336, 2.918], [0.098, 0.709, 1.524], [-0.201, 5.157, -2.342], [-1.106, -0.643, -1.520], [1.734, -2.551, 3.387], [4.308, 0.158, -1.496], [-2.199, 1.624, -3.022]],
  "mulliken_charge": [0.464, -0.763, -0.364, 0.891, -0.556, -0.499, 0.333, 0.494],
  "homo_lumo_gap_ev": [7.49, 6.35],
  "multiplicity": 3,
  "homo_energy_ev": [-7.3, -11.2],
  "de_lowest_kj_mol": 177.6
}

[2]
{
  "formula": "C14H26N4O4",
  "method": "the ωB97M-V functional and the def2-TZVPD basis",
  "species": ["C", "N", "C", "O", "C", "C", "C", "C", "C", "N", "C", "O", "C", "C", "C", "C", "N", "O", "N", "C", "C", "O", "H", "H", "H", "H", "H", "H", "H", "H", "H", "H", "H", "H", "H", "H", "H", "H", "H", "H", "H", "H", "H", "H", "H", "H", "H", "H"],
  "positions_angstrom": [[-3.974, 1.425, -1.799], [-2.857, 1.198, -0.859], [-2.685, 0.117, -0.127], [-3.490, -0.800, -0.167], [-1.416, 0.033, 0.741], [-1.526, -0.933, 1.914], [-2.430, -0.413, 3.024], [-1.741, -0.676, 4.387], [-3.788, -1.134, 3.056], [-0.254, -0.435, -0.026], [0.321, 0.306, -0.950], [0.016, 1.501, -1.136], [1.394, -0.376, -1.765], [1.918, 0.404, -3.000], [2.498, 1.823, -2.909], [3.776, 1.889, -2.090], [4.244, 3.045, -1.716], [4.381, 0.892, -1.754], [2.463, -0.902, -0.918], [2.467, -2.086, -0.323], [3.725, -2.364, 0.454], [1.550, -2.884, -0.362], [-4.121, 2.506, -1.837], [-3.720, 0.964, -2.799], [-4.898, 0.999, -1.431], [-2.101, 1.866, -0.969], [-1.225, 1.044, 1.149], [-1.870, -1.908, 1.572], [-0.545, -1.199, 2.375], [-2.565, 0.685, 2.945], [-2.426, -0.408, 5.192], [-1.406, -1.724, 4.402], [-0.891, -0.035, 4.442], [-4.237, -1.137, 2.071], [-4.454, -0.614, 3.724], [-3.670, -2.184, 3.389], [0.054, -1.380, 0.052], [0.895, -1.261, -2.147], [1.065, 0.396, -3.683], [2.667, -0.226, -3.523], [2.755, 2.295, -3.883], [1.777, 2.515, -2.426], [5.103, 2.996, -1.214], [3.729, 3.900, -1.971], [3.329, -0.365, -0.938], [4.564, -2.031, -0.151], [3.753, -1.892, 1.423], [3.844, -3.433, 0.564]],
  "forces_ev_per_a": [[0.868, -0.622, -0.140], [-0.214, 2.307, -1.210], [-0.176, -1.614, 0.210], [-0.157, -0.467, 0.304], [1.065, -0.059, 0.635], [0.043, -0.271, 0.406], [-0.300, -0.561, 1.121], [-0.689, 0.020, -0.940], [0.388, 0.046, -0.353], [-0.963, 0.531, 0.045], [0.234, 2.462, -0.562], [0.144, -0.859, -0.051], [0.833, -0.497, -0.182], [0.075, -0.427, -0.723], [-0.216, 0.902, 0.781], [-1.167, -1.628, -0.633], [-0.809, 3.036, -0.425], [0.699, -1.520, 0.211], [0.261, 1.611, -0.582], [0.365, -0.544, 0.784], [0.510, -0.438, -0.739], [-0.985, -0.257, -0.077], [0.111, -0.151, -0.419], [-0.446, 0.688, 0.924], [0.028, -0.315, 0.127], [0.113, -0.400, 0.364], [0.238, -0.370, -0.368], [-0.368, -0.006, -0.248], [-0.249, 0.790, -0.690], [-0.096, -0.490, -0.183], [0.123, -0.358, 0.174], [-0.255, 0.297, 0.395], [0.884, 0.384, 0.289], [-0.145, -0.095, -0.207], [-0.337, 0.043, 0.416], [0.005, 0.502, -0.109], [-0.017, -0.906, 0.169], [-0.080, -0.272, -0.355], [0.024, 0.392, -0.026], [-0.314, 0.121, 0.537], [-0.360, -0.673, 0.253], [0.205, -0.437, -0.294], [0.385, 0.556, 0.291], [0.960, -0.646, 0.534], [-0.215, -0.076, -0.046], [0.296, 0.245, 0.177], [-0.131, 0.246, 0.228], [-0.169, -0.224, 0.187]],
  "mulliken_charge": [-0.991, -0.153, 0.181, -0.676, 0.199, -1.329, 0.685, -1.767, -1.538, 0.103, 0.481, -0.801, -0.009, -1.421, -0.713, 0.664, -0.383, -0.793, -0.015, 0.824, -1.265, -0.715, 0.362, 0.284, 0.305, 0.318, 0.376, 0.411, 0.514, 0.336, 0.449, 0.379, 0.417, 0.346, 0.463, 0.315, 0.291, 0.440, 0.524, 0.403, 0.447, 0.317, 0.269, 0.222, 0.254, 0.349, 0.261, 0.380],
  "homo_lumo_gap_ev": 9.74,
  "multiplicity": 1,
  "homo_energy_ev": -9.2,
  "smiles": "CNC(=O)[C@@H](CC(C)C)NC(=O)[C@@H](CCC(N)=O)NC(C)=O",
  "de_lowest_kj_mol": 19.6
}

[3]
{
  "formula": "C9H10N2OS",
  "method": "the ωB97M-V functional and the def2-TZVPD basis",
  "species": ["C", "C", "C", "C", "C", "C", "C", "C", "C", "N", "N", "O", "S", "H", "H", "H", "H", "H", "H", "H", "H", "H", "H"],
  "positions_angstrom": [[-0.539, 2.639, 1.762], [-0.145, 1.284, 1.702], [1.044, -1.558, -1.769], [2.114, -1.211, -1.000], [-1.557, 2.812, 0.928], [-0.903, 0.486, 0.915], [0.819, 0.607, -1.370], [-1.562, -1.580, -0.118], [-0.722, -0.922, 0.660], [0.426, -0.403, -2.109], [1.956, 0.075, -0.684], [0.170, -1.474, 1.443], [-2.109, 1.488, 0.099], [-0.091, 3.529, 2.243], [0.568, 0.831, 2.462], [0.572, -2.455, -2.071], [3.023, -1.641, -0.671], [-1.949, 3.736, 0.607], [-2.095, -1.203, -1.058], [-1.266, -2.682, -0.205], [-0.454, -0.489, -2.728], [2.581, 0.663, -0.298], [0.121, -2.531, 1.261]],
  "forces_ev_per_a": [[1.013, 0.631, 0.319], [1.402, -1.139, 2.953], [1.794, -1.255, -0.369], [-0.154, -1.353, -0.094], [-0.918, 1.551, -0.972], [-0.386, 1.527, -0.723], [1.860, 2.704, 0.524], [0.084, -2.775, -2.917], [-2.259, 1.648, 0.125], [-2.911, -0.898, -0.886], [-4.924, 0.136, -3.376], [1.142, -4.805, 0.583], [0.407, -2.049, 0.099], [-0.051, -1.124, -0.017], [-0.637, 0.602, -1.408], [0.479, -0.966, -0.339], [0.217, -1.260, 0.247], [-0.535, 1.029, 0.051], [0.507, -0.203, 2.084], [-0.839, 1.246, 0.020], [2.064, 0.946, 1.736], [2.298, 2.083, 1.691], [0.348, 3.723, 0.670]],
  "mulliken_charge": [-0.606, -0.337, -0.606, -0.400, -0.210, 0.005, -0.664, -1.038, 0.682, 0.105, 0.153, -0.475, -0.119, 0.325, 0.356, 0.505, 0.485, 0.441, 0.259, 0.264, 0.333, 0.149, 0.395],
  "homo_lumo_gap_ev": 8.32,
  "multiplicity": 1,
  "homo_energy_ev": -7.7,
  "de_lowest_kj_mol": 422.2
}

[4]
{
  "formula": "C48H46AsAuF7N3O7",
  "method": "the ωB97M-V functional and the def2-TZVPD basis",
  "species": ["Au", "F", "C", "C", "C", "C", "O", "C", "C", "N", "C", "C", "C", "C", "C", "C", "N", "C", "C", "N", "C", "C", "C", "O", "O", "H", "H", "H", "H", "H", "H", "H", "H", "H", "H", "H", "H", "H", "H", "H", "H", "H", "H", "C", "C", "C", "O", "C", "C", "O", "C", "O", "C", "C", "C", "C", "C", "C", "C", "C", "C", "C", "C", "C", "C", "O", "C", "C", "C", "C", "C", "C", "C", "C", "C", "C", "C", "C", "H", "H", "H", "H", "H", "H", "H", "H", "H", "H", "H", "H", "H", "H", "H", "H", "H", "H", "H", "H", "H", "H", "H", "H", "H", "H", "H", "H", "F", "As", "F", "F", "F", "F", "F"],
  "positions_angstrom": [[0.620, 0.558, 0.215], [-4.643, -2.781, -1.962], [-3.898, -3.050, -0.869], [-2.633, -2.557, -0.799], [-1.871, -2.757, 0.359], [-0.671, -1.981, 0.574], [-0.326, -1.144, -0.342], [0.010, -2.181, 1.782], [-0.506, -3.067, 2.698], [-1.644, -3.734, 2.539], [-2.193, -4.474, 3.657], [-2.358, -5.959, 3.531], [-1.290, -5.388, 4.419], [-2.392, -3.546, 1.387], [-3.691, -4.052, 1.284], [-4.480, -3.755, 0.197], [-5.863, -4.064, 0.277], [-6.627, -4.361, -0.927], [-8.031, -4.810, -0.485], [-7.948, -5.289, 0.935], [-7.665, -4.138, 1.876], [-6.644, -3.228, 1.192], [1.254, -1.474, 2.246], [1.978, -2.016, 3.045], [1.508, -0.266, 1.795], [-2.244, -1.939, -1.595], [0.021, -3.218, 3.629], [-2.933, -3.905, 4.207], [-2.032, -6.411, 2.603], [-3.228, -6.410, 3.987], [-0.267, -5.486, 4.082], [-1.422, -5.427, 5.490], [-4.121, -4.607, 2.105], [-6.124, -5.155, -1.479], [-6.747, -3.507, -1.597], [-8.423, -5.611, -1.105], [-8.743, -3.987, -0.484], [-7.164, -5.939, 1.002], [-8.797, -5.780, 1.209], [-7.278, -4.575, 2.795], [-8.609, -3.638, 2.083], [-5.999, -2.751, 1.924], [-7.144, -2.416, 0.651], [5.546, 4.746, -0.250], [4.433, 4.576, -1.254], [4.246, 5.800, -2.134], [4.680, 3.436, -2.106], [3.593, 2.539, -2.048], [2.497, 3.418, -1.400], [3.247, 4.256, -0.553], [1.254, 2.983, -0.602], [1.590, 2.204, 0.530], [0.257, 2.089, -1.391], [0.511, 1.506, -2.660], [-0.493, 0.868, -3.338], [-1.780, 0.763, -2.784], [-2.060, 1.284, -1.545], [-1.050, 1.958, -0.846], [0.544, 4.270, -0.177], [0.537, 4.654, 1.154], [-0.109, 5.825, 1.532], [-0.744, 6.612, 0.584], [-0.737, 6.227, -0.750], [-0.096, 5.058, -1.128], [4.050, 1.189, -1.435], [2.949, 0.387, -1.249], [4.976, 1.314, -0.226], [6.330, 1.578, -0.418], [7.183, 1.698, 0.667], [6.692, 1.551, 1.958], [5.347, 1.279, 2.152], [4.491, 1.162, 1.065], [4.760, 0.336, -2.528], [5.135, 0.831, -3.772], [5.799, 0.004, -4.668], [6.065, -1.318, -4.343], [5.684, -1.814, -3.104], [5.039, -0.990, -2.197], [6.499, 4.850, -0.769], [5.587, 3.885, 0.414], [5.365, 5.646, 0.338], [5.159, 5.985, -2.699], [4.029, 6.670, -1.513], [3.430, 5.658, -2.842], [3.275, 2.312, -3.067], [2.093, 4.004, -2.240], [1.500, 1.562, -3.082], [-0.294, 0.439, -4.311], [-2.558, 0.265, -3.350], [-3.039, 1.201, -1.097], [-1.298, 2.476, 0.075], [1.038, 4.038, 1.888], [-0.114, 6.120, 2.573], [-1.248, 7.522, 0.883], [-1.236, 6.834, -1.495], [-0.110, 4.756, -2.172], [6.719, 1.693, -1.422], [8.234, 1.903, 0.505], [7.358, 1.642, 2.806], [4.955, 1.151, 3.153], [3.449, 0.943, 1.233], [4.971, 1.867, -4.034], [6.118, 0.402, -5.623], [6.579, -1.956, -5.050], [5.899, -2.841, -2.838], [4.766, -1.360, -1.217], [-2.545, -0.027, 1.053], [-3.749, 0.075, 2.333], [-2.698, 1.086, 3.230], [-4.446, 1.425, 1.507], [-4.961, 0.115, 3.551], [-4.783, -0.989, 1.373], [-3.051, -1.358, 3.040]],
  "forces_ev_per_a": [[-0.059, -0.146, -0.225], [0.024, 0.016, 0.053], [0.006, 0.046, -0.062], [0.009, 0.011, -0.044], [-0.003, 0.054, -0.052], [0.069, 0.128, -0.102], [-0.106, -0.115, 0.299], [-0.077, 0.120, 0.075], [0.009, 0.018, 0.045], [-0.045, -0.060, -0.068], [-0.038, -0.025, 0.053], [0.017, 0.011, 0.005], [0.024, -0.015, -0.012], [0.045, -0.001, 0.015], [-0.059, -0.002, 0.021], [0.034, 0.021, -0.008], [-0.063, -0.066, 0.087], [0.013, -0.013, -0.014], [0.003, 0.010, 0.006], [-0.021, 0.025, -0.004], [0.027, -0.024, -0.023], [-0.033, 0.014, -0.045], [0.163, -0.044, -0.314], [-0.049, 0.026, 0.190], [0.062, -0.035, -0.100], [-0.003, 0.005, 0.011], [0.014, -0.005, -0.001], [0.004, 0.020, -0.026], [-0.006, -0.001, 0.009], [0.003, 0.001, -0.007], [-0.006, 0.002, 0.006], [0.001, -0.002, -0.005], [-0.008, 0.011, -0.016], [-0.003, -0.003, -0.004], [-0.004, 0.002, 0.013], [0.003, -0.020, 0.012], [-0.009, 0.001, -0.010], [0.019, 0.002, -0.004], [-0.009, -0.005, 0.008], [-0.012, -0.004, 0.011], [-0.007, 0.001, -0.010], [-0.001, -0.015, 0.005], [0.021, 0.017, 0.012], [-0.004, 0.029, 0.064], [0.015, -0.003, 0.013], [-0.010, -0.001, 0.010], [-0.030, 0.043, -0.053], [-0.018, 0.012, 0.000], [0.035, 0.046, 0.036], [-0.038, 0.002, -0.053], [0.022, -0.005, 0.006], [-0.026, 0.076, -0.037], [-0.047, -0.020, 0.093], [0.002, -0.019, 0.026], [0.028, 0.003, -0.004], [-0.062, -0.012, 0.024], [0.037, -0.027, -0.035], [0.060, 0.006, 0.045], [0.003, -0.049, 0.029], [-0.006, 0.016, 0.007], [0.009, -0.008, -0.005], [0.005, 0.004, 0.006], [0.002, -0.008, -0.014], [-0.009, 0.012, 0.005], [0.073, -0.077, 0.077], [0.036, 0.082, 0.075], [-0.046, -0.009, -0.027], [0.015, -0.094, -0.019], [0.007, -0.044, -0.029], [0.009, 0.013, 0.012], [-0.011, 0.009, 0.005], [0.022, -0.019, -0.020], [-0.027, -0.051, 0.077], [0.015, 0.003, -0.002], [0.001, -0.007, 0.000], [0.000, 0.006, -0.005], [-0.009, 0.013, 0.011], [0.027, -0.007, -0.024], [-0.001, -0.003, 0.007], [-0.015, 0.091, -0.021], [0.009, 0.004, -0.004], [-0.004, 0.001, -0.001], [0.008, -0.006, -0.007], [-0.006, -0.007, 0.006], [0.024, 0.053, -0.023], [-0.033, 0.018, -0.008], [-0.034, -0.009, -0.041], [0.013, 0.008, 0.006], [-0.006, 0.004, 0.015], [-0.017, -0.009, 0.006], [0.008, 0.005, -0.005], [-0.007, 0.007, -0.003], [-0.001, -0.001, -0.006], [0.002, -0.009, -0.003], [0.004, -0.004, 0.005], [0.000, 0.002, 0.008], [0.006, -0.003, 0.013], [-0.009, 0.004, -0.006], [-0.002, -0.003, -0.005], [0.000, -0.001, -0.009], [0.005, -0.005, 0.008], [0.010, -0.014, -0.005], [-0.005, -0.001, 0.007], [-0.002, 0.005, 0.004], [0.000, 0.005, -0.003], [0.001, 0.003, -0.006], [0.010, -0.009, 0.093], [-0.238, 0.227, -0.545], [0.078, 0.003, 0.107], [0.035, 0.000, 0.071], [-0.026, -0.040, 0.100], [0.068, -0.061, -0.038], [0.093, -0.130, 0.204]],
  "mulliken_charge": [1.592, -0.373, 0.913, -0.744, 0.380, 1.293, -1.239, -0.162, -0.755, 0.461, -0.471, -0.453, -0.895, -0.105, -0.583, -1.464, 0.406, -0.560, -0.737, -0.116, -1.124, -0.164, 0.267, -0.663, -0.475, 0.672, 0.760, 0.604, 0.229, 0.312, 0.324, 0.263, 0.588, 0.489, 0.377, 0.402, 0.369, 0.387, 0.316, 0.441, 0.387, 0.280, 0.379, -1.551, 1.368, -1.778, -0.412, -1.245, -0.933, -0.321, 3.257, -0.551, -2.386, 0.259, -1.055, -0.556, -0.532, 0.130, 0.054, 0.004, -0.964, -0.472, -1.118, -0.117, 2.905, -0.384, -0.355, -0.211, -0.748, -0.637, -0.898, -0.301, -0.465, -0.031, -1.010, -0.469, -0.770, -0.543, 0.349, 0.309, 0.453, 0.431, 0.373, 0.343, 1.481, 0.119, 0.266, 0.503, 0.489, 0.378, 0.687, 0.470, 0.460, 0.428, 0.455, 0.378, 0.425, 0.436, 0.382, 0.517, 0.402, 0.589, 0.446, 0.406, 0.416, 0.421, -0.536, 2.245, -0.517, -0.536, -0.502, -0.487, -0.453],
  "homo_lumo_gap_ev": [6.55, 6.45],
  "total_charge": 1,
  "multiplicity": 2,
  "homo_energy_ev": [-10.2, -10.2],
  "de_lowest_kj_mol": 0.0
}